Record 1
C15H12N2O5Rh | wB97M-V/def2-TZVPD

```
! wB97M-V def2-TZVPD RIJCOSX def2/J DEFGRID3
* xyz 3 5
H -0.1294 -3.8095 5.0105
C -0.3531 1.9016 -0.0546
C 0.6524 -1.1095 6.2536
H -0.2082 -0.5995 6.6985
O 0.3135 0.7123 1.9496
C -0.7625 3.6649 4.3046
H 0.6923 -4.1490 3.4786
C 1.7976 -0.6583 -0.0113
C 0.2817 1.4588 4.5770
H -1.4136 4.3308 3.7398
H 1.1364 3.5757 7.1256
C 0.7171 -3.5335 4.3821
O -0.0015 -0.0005 -3.1234
C 0.4099 -0.2441 2.7867
C -0.5422 2.3576 3.8501
C -1.4709 -1.2284 0.0238
C 0.6105 -2.1101 3.9709
H 1.5608 1.2930 6.3264
C -0.1650 4.1107 5.4887
H 1.5867 -0.6947 6.6383
H 1.6634 -3.7070 4.8942
Rh -0.0123 -0.0167 -0.0635
O 2.8904 -1.0477 0.0007
H 0.4511 -2.2474 1.7704
H -1.0320 2.0474 2.9317
O -0.5300 3.0426 0.0245
C 0.4938 -1.6543 2.6913
H 0.6182 -2.1600 6.5498
C 0.8994 1.9307 5.7479
C 0.6640 3.2364 6.2044
C -0.0068 -0.0239 -1.9856
H -0.3451 5.1262 5.8516
N 0.6064 -1.0535 4.8145
N 0.4709 0.0883 4.1104
O -2.3566 -1.9745 -0.0020
*
```

Values from the calculation:
E	-31939.780	eV
expectation value of S²	6.06
largest force on an atom	7.8	eV/A

Results of the Löwdin charge analysis, in e, for atoms 1 through 8:
1. H 0.12
2. C -0.11
3. C 0.08
4. H 0.14
5. O -0.08
6. C 0.05
7. H 0.12
8. C -0.13


Record 2
C4As2F24O12S4Zr | wB97M-V/def2-TZVPD

```
! wB97M-V def2-TZVPD RIJCOSX def2/J DEFGRID3
* xyz -2 1
O -10.9781 -13.9424 9.0521
F -15.8226 -15.5652 8.6708
F -15.1033 -13.4698 7.4401
F -9.4441 -16.4282 7.4999
F -13.6419 -15.4576 14.4976
F -11.6010 -16.4965 8.6550
F -14.9778 -13.9987 15.3414
As -10.7130 -17.7364 7.6138
F -14.2671 -16.9617 7.2254
F -9.0062 -11.8161 9.3033
F -13.5664 -20.0755 10.3051
F -7.6671 -15.4809 13.4529
C -10.1615 -11.4064 9.7618
F -9.6159 -16.3236 14.0022
Zr -12.2428 -15.2152 10.3553
O -12.4488 -12.9815 9.9945
F -11.6286 -17.1594 6.2245
S -11.4524 -12.5977 9.0262
O -14.5307 -17.5611 12.4147
As -14.6875 -15.2300 7.3716
F -13.0062 -20.1668 12.3601
F -9.7988 -18.7912 6.4934
C -8.7670 -16.1709 12.9820
S -14.5792 -13.7780 12.6197
O -12.2603 -16.8151 11.8596
F -11.6323 -19.4594 10.9185
O -13.8330 -12.5590 12.9366
F -13.5727 -14.9482 8.7839
O -8.7197 -14.1751 10.9793
F -11.9026 -18.9903 7.9783
C -14.7636 -14.7315 14.2603
F -8.5237 -17.4387 12.7179
F -10.5342 -10.1428 9.4408
O -13.5844 -16.9723 10.2712
F -15.9096 -15.3545 6.0642
O -13.6816 -14.5925 11.7336
O -10.1433 -16.0980 10.5813
O -15.9171 -13.6008 12.0610
F -13.3324 -14.7903 6.3036
S -13.4085 -17.6805 11.5373
O -10.8551 -14.6080 11.9894
F -15.7825 -15.5598 14.1786
F -9.7271 -18.3252 9.0933
O -11.9347 -12.1167 7.7303
F -10.1958 -11.5577 11.0562
C -12.8874 -19.4512 11.2442
S -9.5529 -15.2083 11.5693
*
```

Values from the calculation:
relative energy (zero: lowest compared OMol25 entry of this formula, charge and spin)	59.68	kcal/mol
E	-260248.468	eV
largest force on an atom	8.0	eV/A

Results of the Löwdin charge analysis, in e, for atoms 1 through 8:
1. O -0.41
2. F -0.24
3. F -0.28
4. F -0.28
5. F 0.11
6. F -0.36
7. F 0.14
8. As 0.99


Record 3
C38H39NO4 | wB97M-V/def2-TZVPD

```
! wB97M-V def2-TZVPD RIJCOSX def2/J DEFGRID3
* xyz 0 1
H 3.8507 0.7562 3.2387
H -1.1251 -4.6687 2.7842
H -1.7578 -5.7220 -4.4016
C 0.0953 5.0243 1.8448
H -0.0641 4.1177 2.4307
H -1.9152 0.8786 0.3519
H -0.4241 -4.5098 -4.4525
C -3.9084 -0.8701 2.4131
C 0.3061 7.3792 0.3256
H -4.4924 -2.5011 3.7249
C 0.2520 4.9309 0.4384
C -2.6786 0.0130 2.0962
O 2.5014 -0.7304 3.0132
C 1.7943 -3.9678 2.6783
H -3.8971 -2.1886 -2.6884
C -0.5734 -2.7627 -2.2148
H 0.3352 6.1101 -1.3689
C 0.8845 3.5700 -1.6328
H -3.4540 -0.4145 -0.9931
C 3.3255 0.2927 2.3944
H -2.5569 0.8229 2.8690
H 2.0415 -4.2032 3.7231
C 3.0598 3.1235 -5.3869
H 2.7187 -3.8816 2.0920
H -3.2925 -1.4019 4.4411
C 0.0105 1.1606 -0.3266
H -0.7644 -5.3915 -2.9307
H 2.6804 1.0311 1.8753
C 0.1311 6.2715 2.4637
C 0.7801 1.1044 -1.5171
H 0.5949 -1.8158 -0.6434
H 0.8638 -2.3157 3.7494
H 0.2581 -3.3595 -2.6025
H -2.0973 -3.2662 3.8841
H -4.7242 -0.2150 2.7522
C 2.2773 3.2140 -4.2410
C -1.3408 -0.7091 1.9162
H 3.1742 4.0011 -6.0185
H -2.9027 -3.6274 2.3470
C 2.7327 0.8927 -3.7141
C -1.3245 -2.0787 2.2579
C -2.6490 -1.0920 -1.2936
C 3.5174 0.8097 -4.8619
C -0.9814 0.1427 0.1353
H 4.0465 -0.1397 1.6693
C -0.3629 -1.8568 -1.1779
H -0.3571 -0.0385 1.9682
C -1.8842 -2.9194 -2.7208
O -2.2293 -3.9851 -3.4883
C 0.2227 7.4579 1.7186
H -4.2300 -1.3626 1.4573
C 1.0446 -2.6174 2.7049
O 1.9915 -1.3077 0.8836
C 2.1074 2.1187 -3.3615
C -1.3413 -0.9385 -0.7917
C -0.4964 -4.3207 1.9474
H 1.1626 -5.3966 1.1289
H -3.1038 0.4559 1.1528
H 0.3635 8.2711 -0.2961
H 4.0115 -0.1313 -5.0897
C -2.9123 -2.0651 -2.2440
C 1.8711 -1.4967 2.0933
C -3.5962 -1.8950 3.4940
H 0.8527 0.1604 -2.0426
H 0.7315 -5.8558 2.7904
C -2.4942 -2.8042 2.9728
H -0.5544 2.4831 1.2981
O 1.0561 4.6055 -2.3146
C 1.2843 2.2298 -2.1506
H 1.7736 4.1511 -4.0250
C -0.0443 2.4377 0.3351
H 0.0705 6.3231 3.5488
C -1.2140 -4.9622 -3.8363
C 0.3600 3.6310 -0.2443
C 0.8451 -5.0110 2.1004
C 3.6696 1.9090 -5.7185
H -1.0586 -4.5850 1.0404
H 4.2581 1.8200 -6.6327
H 2.5851 0.0057 -3.0859
C 0.2973 6.1365 -0.2867
H 0.2260 8.4350 2.2044
N -0.2140 -2.8959 2.0454
*
```

Values from the calculation:
relative energy (zero: lowest compared OMol25 entry of this formula, charge and spin)	83.99	kcal/mol
E	-49713.588	eV
largest force on an atom	6.3	eV/A

Results of the Löwdin charge analysis, in e, for atoms 1 through 8:
1. H 0.10
2. H 0.10
3. H 0.09
4. C -0.04
5. H 0.10
6. H 0.15
7. H 0.09
8. C -0.20


Record 4
C4H4F2 | wB97M-V/def2-TZVPD

```
! wB97M-V def2-TZVPD RIJCOSX def2/J DEFGRID3
* xyz 0 1
C -1.3667 0.7020 -0.1867
H 0.6747 -1.9631 0.6887
H 1.7733 -0.6406 0.0013
H 0.4892 -1.3101 -0.9732
C 0.7752 -1.0671 0.0474
F 0.4372 1.9701 -1.2605
C -0.1918 1.1953 -0.4245
H 0.1891 0.5087 2.0844
C -0.1075 0.0131 0.4555
F -2.6727 0.5918 -0.4325
*
```

Values from the calculation:
relative energy (zero: lowest compared OMol25 entry of this formula, charge and spin)	110.18	kcal/mol
E	-9641.674	eV
largest force on an atom	5.5	eV/A

Results of the Löwdin charge analysis, in e, for atoms 1 through 8:
1. C -0.11
2. H 0.09
3. H 0.09
4. H 0.09
5. C -0.12
6. F 0.14
7. C -0.24
8. H 0.18


Record 5
C5H7F3O2S | wB97M-V/def2-TZVPD

```
! wB97M-V def2-TZVPD RIJCOSX def2/J DEFGRID3
* xyz 0 1
H -3.1458 -0.2514 -0.2628
H 0.8870 0.1599 -0.9921
C 0.4322 -0.4404 -0.1409
H -1.8784 -0.8612 -1.6443
F -1.3579 -0.0838 1.5379
C -1.0723 0.1164 0.2149
S 3.0757 -0.0932 0.1336
C 1.3369 -0.2160 0.9981
C -1.2024 1.5224 -0.0849
O 3.1095 1.0430 -0.8080
C -2.1591 -0.7322 -0.5576
F -1.5102 1.9802 -1.2628
H -2.0967 -1.6059 0.0353
O 3.2221 -1.4797 -0.4756
H 1.5027 -0.7672 1.9042
H 0.2140 -1.5110 -0.4545
H 1.1427 0.8011 1.3115
F -0.4998 2.4191 0.5480
*
```

Values from the calculation:
relative energy (zero: lowest compared OMol25 entry of this formula, charge and spin)	69.25	kcal/mol
E	-28376.793	eV
largest force on an atom	3.1	eV/A

Results of the Löwdin charge analysis, in e, for atoms 1 through 8:
1. H 0.12
2. H 0.13
3. C -0.15
4. H 0.12
5. F 0.04
6. C -0.46
7. S 0.87
8. C -0.23


Record 6
CH15NO5 | wB97M-V/def2-TZVPD

```
! wB97M-V def2-TZVPD RIJCOSX def2/J DEFGRID3
* xyz 0 1
H 0.3080 2.2938 1.0791
H 0.0189 3.6773 1.4591
H -0.0103 -2.4646 -1.1606
H -3.5779 -0.6434 1.3309
O -0.2696 3.0331 0.8014
H -1.2855 1.8272 -0.5430
H -1.1255 -1.3111 -1.9502
O -3.4426 -1.1486 2.1480
N 0.8165 -0.5595 -1.4588
H 0.3775 0.0060 -0.7434
O -1.7452 0.9811 -0.6502
H -2.7339 -1.7678 1.9497
H 0.9683 0.0634 -2.2441
C -0.0893 -1.6433 -1.8669
O 2.8836 -1.3422 0.3909
H 0.1949 -2.0059 -2.8515
H 2.3122 -1.3865 -0.4029
H -2.6818 1.2065 -0.6557
H 2.8051 1.3872 1.7728
H 2.3980 -1.8054 1.0837
H 1.9902 0.4176 0.9617
O 1.8880 1.1851 1.5499
*
```

Values from the calculation:
relative energy (zero: lowest compared OMol25 entry of this formula, charge and spin)	14.63	kcal/mol
SMILES	CN.O.O.O.O.O
E	-13008.236	eV
largest force on an atom	0.9	eV/A

Results of the Löwdin charge analysis, in e, for atoms 1 through 8:
1. H 0.01
2. H 0.05
3. H 0.06
4. H 0.03
5. O -0.08
6. H 0.01
7. H 0.06
8. O -0.06


Record 7
C18H21N2O5S2 | wB97M-V/def2-TZVPD

```
! wB97M-V def2-TZVPD RIJCOSX def2/J DEFGRID3
* xyz -1 1
H -4.4177 3.1035 1.3017
C -4.5196 2.4781 0.4023
H 2.4265 1.5978 -1.8815
O 4.0201 -2.8513 3.8961
C 2.9828 0.2530 2.3767
H -5.6102 0.7419 -0.2858
C -2.0763 2.2891 0.3948
C 4.3290 -0.1563 4.3794
S -0.8778 1.2805 0.9901
H 1.5754 1.6308 0.7535
C 1.5421 0.5788 0.4216
C -4.8728 3.3512 -0.7740
H 3.7120 0.5696 4.9148
H 2.4881 -4.2130 0.8120
S -1.8198 3.9030 0.1294
C 2.9596 -3.9632 1.7594
H -0.4571 -1.1865 -0.2827
N 3.5897 -0.6684 3.2429
H -4.9115 2.7676 -1.7066
C 0.1508 -0.3365 -3.5115
H 3.9989 -4.3127 1.7749
O -3.3016 1.7044 0.2412
H -6.6088 1.8759 0.6506
N 2.9089 -2.5235 1.9335
H 5.2386 0.3546 4.0376
O -0.1543 -0.6479 -4.8033
C -5.6128 1.4252 0.5758
C 2.4795 -1.6920 0.8758
C 2.2605 -0.2739 1.2078
H -1.3259 -1.6171 -2.5198
H 1.7139 0.9598 -4.2071
O 3.1024 1.4578 2.6139
H -5.8764 3.7736 -0.6070
C 3.5397 -2.0601 3.0880
C -1.2370 -1.5840 -5.0266
H 2.4310 -4.4241 2.5997
C -0.4828 -0.9334 -2.3916
C 1.0530 0.2317 -0.9207
C 0.0137 -0.6849 -1.1300
H -5.4404 0.8190 1.4701
C 1.6342 0.8639 -2.0367
H -0.9707 -2.5768 -4.6281
H -1.3462 -1.6182 -6.1165
O 2.2959 -2.1950 -0.2330
H -2.1701 -1.2310 -4.5566
H 4.5921 -1.0084 5.0074
H -4.1777 4.1897 -0.9155
C 1.2294 0.5576 -3.3163
*
```

Values from the calculation:
relative energy (zero: lowest compared OMol25 entry of this formula, charge and spin)	10.88	kcal/mol
E	-53896.709	eV
largest force on an atom	1.7	eV/A

Results of the Löwdin charge analysis, in e, for atoms 1 through 8:
1. H 0.14
2. C -0.46
3. H 0.12
4. O 0.06
5. C -0.35
6. H 0.08
7. C -1.33
8. C -0.02


Record 8
C27H40BrCsN6O2PS | wB97M-V/def2-TZVPD

```
! wB97M-V def2-TZVPD RIJCOSX def2/J DEFGRID3
* xyz -1 1
H -0.3697 -7.5353 3.1270
H 2.5531 -3.9406 -1.4683
H 0.9248 -5.2734 0.5428
H -1.7199 -6.1341 1.4667
C 3.2886 -3.9450 1.7385
H 4.6101 4.4325 2.0362
C 2.5487 4.7914 2.5991
H -1.6587 -4.6334 4.7703
H 0.6001 -5.3133 5.8409
H -0.6456 -6.3689 4.4120
H -3.1351 4.9974 0.7304
N -0.3077 3.1721 1.2889
H 1.0006 -6.8422 3.9922
C 1.2896 -2.2579 -1.0523
C 3.5705 4.1773 1.8925
H 2.7685 5.5659 3.3305
H 1.4499 -1.7247 5.3692
C 2.7049 -4.0702 3.1522
C 0.9666 3.5329 1.5379
H 1.8261 -6.4104 1.5614
H -2.0735 -5.0333 2.7958
C -1.4008 5.8671 3.4927
C -2.7439 5.6286 1.5175
C 0.8316 -6.0473 1.3072
N 1.8991 2.8707 0.8022
H -3.7601 7.3954 0.8498
H 0.2615 -1.4047 4.0960
H 0.2597 -3.9337 6.8819
C 3.1628 3.2036 0.9920
H -1.3441 -4.3932 1.3238
C -1.3617 -5.2475 2.0025
O -1.0493 2.9611 3.6952
H 1.7632 0.8631 -1.8707
C -1.7574 7.2025 3.5731
C 0.7572 -4.2405 5.9537
N -2.9370 9.1294 2.6833
C -1.3432 -3.5919 4.8007
N 1.0633 -0.9500 -1.1742
H 4.3784 -3.8464 1.8057
C -1.8964 5.0778 2.4668
N 0.4467 -2.7028 1.9891
C 2.4045 -2.8778 -1.6020
C 3.2163 -5.3570 3.8038
C 0.1826 -3.4295 4.7890
H 2.8745 -3.0579 1.2578
C 3.3306 -2.1093 -2.2853
C -2.6103 7.7647 2.6254
H 4.2204 -2.5458 -2.7187
H 3.0734 -4.8070 1.1102
C 0.4365 -1.9325 5.0341
H 4.3746 -2.8675 3.7969
O -2.6189 2.6880 1.8150
H -1.3708 7.8204 4.3764
H 0.5892 -2.8041 -0.4272
H 3.0876 -2.9264 4.9931
Br 4.3360 0.3755 -3.2705
H 1.8236 -4.0691 6.0927
H 2.9788 -6.2450 3.2185
H 3.8930 2.6595 0.3976
H -0.2521 -1.5532 5.7951
H -0.7374 5.4193 4.2187
H 2.8915 -1.9369 3.5360
H -1.7386 -3.1602 5.7263
Cs -0.3784 0.0492 1.5077
H -3.8162 9.3555 2.2450
H 2.8244 -5.5026 4.8103
H 0.2768 -6.8887 0.8772
C 1.9555 -0.2028 -1.8185
C 0.0600 -5.5133 2.5223
P 0.8049 -3.8006 2.9929
C 3.0957 -0.7495 -2.3820
C 0.0163 -6.6151 3.5829
C 3.2865 -2.8767 3.9243
N 1.2718 4.4939 2.4411
H -1.7931 -3.0645 3.9577
H 4.3094 -5.3082 3.8829
H -2.8858 9.5189 3.6117
C -3.0972 6.9654 1.5927
S -1.4561 3.3624 2.3613
*
```

Values from the calculation:
relative energy (zero: lowest compared OMol25 entry of this formula, charge and spin)	0.00	kcal/mol
E	-132400.093	eV
largest force on an atom	0.1	eV/A

Results of the Löwdin charge analysis, in e, for atoms 1 through 8:
1. H 0.08
2. H 0.10
3. H 0.07
4. H 0.07
5. C -0.12
6. H 0.08
7. C -0.15
8. H 0.05


Record 9
C3H3NO | wB97M-V/def2-TZVPD

```
! wB97M-V def2-TZVPD RIJCOSX def2/J DEFGRID3
* xyz 0 1
C -1.0426 0.8037 0.0040
O 0.4680 -1.6720 0.0729
H -1.4770 -0.1787 0.0150
H 1.8446 -0.4496 -0.4204
N -0.5195 -2.3356 -0.0737
C -0.5515 1.9018 -0.0192
H -0.1291 2.8825 -0.0308
C 1.4072 -0.9521 0.4522
*
```

Values from the calculation:
relative energy (zero: lowest compared OMol25 entry of this formula, charge and spin)	212.98	kcal/mol
E	-6687.256	eV
largest force on an atom	0.6	eV/A

For reference, the Löwdin charges in units of e are:
1. C -0.03
2. O -0.33
3. H 0.00
4. H 0.06
5. N 0.18
6. C 0.01
7. H 0.02
8. C 0.08


Record 10
C28H42AsNOOsSSi | wB97M-V/def2-TZVPD

```
! wB97M-V def2-TZVPD RIJCOSX def2/J DEFGRID3
* xyz 2 1
H 1.1384 -0.4971 -3.4982
H -4.5851 0.9340 -2.1836
H 3.1316 1.9629 -1.0366
H -1.2650 -2.0964 -5.4090
Si 2.7133 -0.1049 0.2763
S -1.4131 -2.0242 -1.8588
H 1.3252 -4.2319 -1.8497
C -1.4371 1.1141 -2.5062
C -1.6988 2.2555 5.4555
C 0.8906 1.9144 4.4982
C -3.8225 0.1893 -1.9451
As 0.0086 -2.7201 -3.3479
H -2.3239 1.1552 3.7228
C -3.0501 1.4559 0.8601
H -0.8293 -0.9105 4.4290
C 0.6675 2.5989 5.6858
H -1.7831 -3.6729 -4.7693
H -2.4326 1.3463 1.7464
H 0.7493 2.8876 0.5980
C 0.2657 -1.1044 1.2080
C -0.4699 1.9329 -1.8284
H 2.8574 1.6889 1.9662
C 3.2160 0.6621 1.8790
C 1.4809 -1.5179 -3.6424
C -2.2092 1.4676 -0.3666
H -0.7906 3.3024 7.0916
C -0.9249 -3.0394 -4.9879
H 2.9474 -2.3678 -0.7443
H -3.7692 0.6398 0.8337
H 2.2690 -1.7458 -2.9277
C -1.4265 0.7893 -3.9637
H 2.8533 0.0905 2.7337
C -0.1074 -0.5304 2.4526
H -3.7160 -0.4678 -2.8041
C -0.3244 3.0478 0.5104
C 0.1429 -2.4956 1.0493
H 0.4643 -2.9298 0.1139
H -1.9814 1.5541 -4.5112
H 2.7918 0.5914 -2.1054
H 4.3077 0.6825 1.9309
O 0.0350 0.7960 2.5543
H -0.4372 -4.3626 1.9177
H -0.2593 -3.5431 -5.6878
C -1.4879 1.5748 4.2653
H 1.2037 2.0496 -3.1865
H 4.4046 -1.8693 0.1175
H -2.7068 2.3807 5.8274
H -1.9131 -0.1668 -4.1548
H -3.6002 2.3957 0.9436
C -0.3440 -3.2952 2.0589
C -0.9507 2.1464 -0.5049
H -0.4133 0.7697 -4.3671
H 1.3546 3.0588 -1.7403
H 1.5092 2.9968 6.2361
C 3.3123 -1.8643 0.1540
H -0.4855 4.0823 0.1968
H 3.0167 -2.4566 1.0215
C 0.6565 2.6638 -2.4739
C -0.6229 2.7708 6.1651
H 0.2412 3.5164 -3.0181
H -0.7694 2.9199 1.4927
H -4.1857 -0.4043 -1.1077
C 0.7225 -4.3913 -2.7417
Os -0.6153 -0.0600 -0.8466
C 3.2781 0.8917 -1.1795
H 1.3406 -4.8110 -3.5353
H 1.8547 -1.6520 -4.6571
H -1.0568 -3.3310 4.0796
C -0.1930 1.4155 3.8027
C -2.5417 0.8831 -1.6157
H 1.8932 1.7810 4.1178
C -0.6918 -2.7118 3.2707
N 0.9089 -0.3048 0.1940
H 4.3520 0.7358 -1.3126
C -0.5709 -1.3441 3.4738
H -0.0998 -5.0675 -2.5153
*
```

Values from the calculation:
relative energy (zero: lowest compared OMol25 entry of this formula, charge and spin)	0.00	kcal/mol
E	-115262.339	eV
largest force on an atom	0.4	eV/A

Results of the Löwdin charge analysis, in e, for atoms 1 through 8:
1. H 0.00
2. H 0.11
3. H 0.03
4. H 0.04
5. Si 0.47
6. S 0.34
7. H 0.03
8. C -0.36